Entry 1:
# C30H59N7O15

11 unconnected molecules or ions with the total composition C30H59N7O15 in a non-equilibrium geometry (the ωB97M-V functional and the def2-TZVPD basis, the OMol25 dataset).

```
111
C30H59N7O15, DFT the ωB97M-V functional and the def2-TZVPD basis
O 1.75 -4.03 0.42
O 2.45 -2.18 -4.34
O 3.35 3.22 3.74
O 3.30 3.44 -4.39
O 1.38 -2.18 1.68
O 1.61 -1.39 -6.28
O 1.67 -1.41 5.51
O -2.15 2.72 0.00
O 1.14 2.08 -1.06
O -6.38 0.83 -0.35
O 4.71 2.94 -6.12
O -1.82 -1.10 -3.57
O -2.39 -2.18 0.87
O 3.85 1.95 1.98
O -4.17 0.44 3.71
N -4.29 0.18 -0.79
N 1.51 0.82 0.66
N -3.70 -0.38 -4.47
N -3.03 0.82 1.81
N -2.13 -4.23 1.73
N 1.24 -0.18 3.81
N -0.73 4.03 -1.18
C 4.11 2.32 3.14
C 0.90 1.12 -0.41
C 1.33 -0.31 5.07
C 2.09 2.92 -3.84
C 2.10 -4.27 2.70
C -4.12 2.65 2.90
C -2.48 -0.16 -3.94
C -0.17 0.14 -0.82
C 0.68 -3.36 -3.46
C -3.10 4.51 -1.15
C -1.95 3.72 -0.73
C 5.23 1.85 4.06
C 3.91 3.66 4.95
C 0.99 0.92 5.91
C 0.39 -3.06 -4.90
C -2.22 -2.92 1.88
C -6.01 -0.99 -1.88
C -2.04 -2.32 3.32
C -5.63 0.13 -0.98
C 2.36 1.44 -3.86
C 1.89 -5.40 0.53
C 3.88 2.60 -5.30
C 1.45 -2.07 -5.25
C 1.69 -5.62 2.05
C -3.78 1.16 2.82
C 5.34 3.10 4.89
C 3.31 1.19 -4.96
C -2.07 1.32 -3.75
C 2.15 -2.95 -3.22
C 1.65 -3.38 1.57
H 0.89 0.69 3.44
H -1.10 0.72 -0.87
H -5.27 -1.79 -1.85
H -2.13 1.99 -4.61
H 1.42 0.89 -3.94
H -0.99 1.35 -3.58
H 2.29 1.40 0.94
H -4.03 3.02 3.92
H -4.32 0.36 -4.78
H -3.96 -1.32 -4.72
H -1.96 -4.83 2.52
H 1.29 -0.03 1.15
H -0.40 -0.73 -0.20
H 1.71 -3.93 3.66
H 0.68 -5.98 2.23
H 6.05 3.02 5.70
H 3.18 -4.16 2.73
H 3.85 4.75 5.01
H 4.82 1.01 4.62
H -3.72 -0.65 -0.82
H 3.41 3.27 5.84
H -3.14 4.70 -2.22
H 5.99 3.72 4.27
H -1.60 -1.33 3.29
H -6.21 -0.54 -2.85
H 2.82 1.20 -2.91
H 2.77 0.84 -5.84
H -2.74 -0.10 1.50
H 1.97 1.39 6.03
H -7.01 -1.34 -1.64
H -2.72 1.62 1.29
H 0.60 0.55 6.85
H 0.11 -2.65 -2.85
H 2.86 -5.76 0.20
H -1.29 -2.93 3.83
H -3.32 3.18 2.38
H 2.73 -3.87 -3.27
H 1.49 -1.01 3.29
H -4.08 4.31 -0.72
H -5.07 2.75 2.38
H -0.01 3.41 -0.84
H -2.50 1.74 -2.84
H -0.53 4.94 -1.55
H 6.18 1.58 3.60
H -2.91 -2.18 3.96
H 0.24 1.53 5.40
H -3.93 0.89 -0.16
H 1.25 3.26 -4.44
H 2.33 -2.39 -2.30
H -2.08 -4.62 0.80
H 0.13 -0.18 -1.81
H 4.15 0.53 -4.74
H -2.87 5.50 -0.77
H 1.17 -5.96 -0.07
H 2.26 -6.45 2.45
H 1.87 3.40 -2.88
H -0.61 -2.67 -5.08
H 0.46 -4.40 -3.21
H 0.47 -3.86 -5.64
```

## Properties
**LUMO (spin up / spin down)**: -2.575 / -7.967 eV
**Charge**: +1
**2S+1**: 2
**Kohn-Sham gap (spin up / spin down)**: 8.253 / 2.860 eV

=====

Entry 2:
# C3H6Br2O

A molecular structure, C3H6Br2O in a non-equilibrium geometry (the ωB97M-V functional and the def2-TZVPD basis, the OMol25 dataset).

```
12
C3H6Br2O, DFT the ωB97M-V functional and the def2-TZVPD basis
Br 1.84 -1.32 -0.42
Br 0.34 -1.36 2.43
O 0.47 0.67 0.80
C 0.26 -0.69 0.59
C -0.96 -0.98 -0.17
C 0.44 1.48 -0.35
H -1.83 -0.46 0.46
H 0.67 2.46 -0.17
H -0.92 -2.03 -0.34
H -0.99 -0.54 -1.07
H 1.25 1.16 -0.90
H -0.56 1.61 -0.85
```

## Properties
**LUMO**: 0.575 eV
**Charge**: 0
**2S+1**: 1
**Kohn-Sham gap**: 10.658 eV
**ΔE to the lowest compared entry with this formula, charge and spin**: 109.2 kJ/mol

=====

Entry 3:
# C4H10S

2 unconnected molecules or ions with the total composition C4H10S in a non-equilibrium geometry (the ωB97M-V functional and the def2-TZVPD basis, the OMol25 dataset).

```
15
C4H10S, DFT the ωB97M-V functional and the def2-TZVPD basis
S 2.02 -1.46 -3.61
C 1.55 -1.95 -1.88
C 2.74 0.15 -3.94
C -3.11 0.61 4.37
C -3.30 1.91 4.37
H -3.99 0.00 4.63
H -2.11 0.25 4.19
H 3.02 0.09 -4.99
H -4.23 2.62 4.48
H 1.37 -3.12 -1.94
H 2.49 -1.76 -1.26
H 0.87 -1.23 -1.63
H 1.77 0.74 -3.83
H -2.43 2.57 4.18
H 3.36 0.57 -3.12
```

## Properties
**LUMO**: 0.995 eV
**Charge**: 0
**2S+1**: 1
**SMILES**: C=C.CSC
**Kohn-Sham gap**: 9.101 eV
**ΔE to the lowest compared entry with this formula, charge and spin**: 268.2 kJ/mol

=====

Entry 4:
# C9H14OP2S

2 unconnected molecules or ions with the total composition C9H14OP2S in a non-equilibrium geometry (the ωB97M-V functional and the def2-TZVPD basis, the OMol25 dataset).

```
27
C9H14OP2S, DFT the ωB97M-V functional and the def2-TZVPD basis
S 2.60 -2.15 2.87
P -1.52 -1.46 2.32
P -0.92 -3.05 0.90
O -0.08 -1.43 3.22
C 0.69 2.63 -2.52
C -1.99 1.01 -0.90
C -0.81 2.98 -2.01
C 3.22 -3.57 2.98
C -1.20 -0.05 1.25
C -0.28 0.92 1.25
C -1.02 2.01 -0.80
C -2.10 0.07 0.10
C -0.18 1.92 0.28
H 2.93 -4.37 3.65
H -1.60 2.77 -2.71
H -2.72 0.91 -1.80
H -0.11 -1.29 4.13
H -2.82 -0.74 -0.13
H -1.99 -2.48 0.14
H 0.70 1.56 -2.89
H 1.39 2.90 -1.77
H -1.90 -3.91 1.40
H 0.75 3.27 -3.40
H 3.82 -4.06 2.17
H 0.73 2.54 0.31
H -0.67 4.06 -1.71
H 0.43 0.88 1.99
```

## Properties
**LUMO**: 0.084 eV
**Charge**: 0
**2S+1**: 1
**SMILES**: CCc1ccc(P(O)#[PH2])cc1.C=S
**Kohn-Sham gap**: 8.195 eV
**ΔE to the lowest compared entry with this formula, charge and spin**: 114.9 kJ/mol

=====

Entry 5:
# C20H44NO10S5

6 unconnected molecules or ions with the total composition C20H44NO10S5 in a non-equilibrium geometry (the ωB97M-V functional and the def2-TZVPD basis, the OMol25 dataset).

```
80
C20H44NO10S5, DFT the ωB97M-V functional and the def2-TZVPD basis
S -2.20 2.13 2.37
S 1.79 1.16 -4.72
S 2.81 1.77 2.76
S 0.02 -2.56 1.21
S -1.32 -0.99 -3.06
O 0.78 -3.54 0.50
O -1.44 2.71 1.28
O 1.67 1.19 2.13
O -0.40 -0.18 -2.37
O -2.12 -0.42 -4.07
O 3.39 2.93 2.20
O -0.41 -1.35 0.68
O -1.47 1.83 3.58
O 1.53 -0.16 -5.18
O 2.14 1.38 -3.38
N 0.84 1.63 -0.64
C 0.58 2.84 -6.29
C -0.69 -3.54 -2.59
C 3.32 0.50 5.05
C 0.84 -2.22 2.77
C -4.38 0.60 1.87
C -2.27 -1.89 -1.87
C 1.84 2.35 -7.01
C -0.41 -2.53 -3.62
C 4.12 0.50 2.74
C 2.76 2.16 -5.84
C -1.44 -3.42 1.91
C 2.63 1.79 4.49
C -3.78 2.80 2.81
C -0.29 -2.50 3.85
C -1.99 -3.31 -2.04
C 4.58 0.33 4.27
C 0.31 2.01 -5.05
C -0.78 -3.79 3.24
C -4.87 2.04 2.07
C -2.76 0.53 1.69
H 1.83 -2.78 2.75
H -3.27 -1.48 -1.90
H 3.24 2.65 4.89
H 1.30 -1.00 2.85
H -3.80 2.63 3.78
H 0.12 2.68 -4.05
H -3.92 3.88 2.44
H -0.91 -1.71 3.71
H -2.58 0.63 0.67
H 5.43 -0.31 4.36
H -2.45 -0.27 2.26
H 0.15 1.93 -1.25
H -1.17 -2.73 -4.48
H 2.46 3.12 -7.57
H -1.80 -1.39 -0.94
H 0.56 3.83 -6.05
H 0.34 1.31 0.11
H 1.70 1.73 4.81
H -2.23 -2.75 2.02
H -5.79 2.04 2.64
H -1.78 -4.17 1.22
H -0.56 -4.53 -2.90
H 5.04 1.23 4.61
H 1.45 2.29 -0.38
H 0.60 -2.29 -4.04
H -4.92 0.07 1.10
H 3.86 1.84 -6.12
H 2.62 -0.52 5.13
H -2.71 -3.83 -2.94
H -1.77 -4.28 3.81
H 0.15 -3.22 -1.80
H 1.42 0.80 -0.73
H 3.09 3.11 -5.39
H 4.94 1.08 2.14
H -4.90 2.62 1.21
H -0.19 3.08 -7.20
H -2.51 -3.71 -1.10
H -0.70 1.35 -5.26
H 1.68 1.46 -7.59
H 3.55 0.55 6.13
H -4.55 0.09 2.91
H 0.33 -2.51 4.68
H 3.75 -0.54 2.43
H -0.02 -4.73 3.24
```

## Properties
**LUMO**: -1.850 eV
**Charge**: +1
**2S+1**: 1
**Kohn-Sham gap**: 10.245 eV
**ΔE to the lowest compared entry with this formula, charge and spin**: 225.5 kJ/mol

=====

Entry 6:
# C5H6O2

C5H6O2 in the gas phase (the ωB97M-V functional and the def2-TZVPD basis, the OMol25 dataset).

```
13
C5H6O2, DFT the ωB97M-V functional and the def2-TZVPD basis
O 2.01 0.46 -1.23
O -1.81 1.39 -0.41
C 2.05 0.09 0.14
C 0.76 -0.36 0.66
C -1.80 -0.61 0.96
C -0.34 -0.65 1.08
C -1.73 0.19 -0.35
H -1.43 -0.43 -1.22
H 2.40 0.92 0.77
H -2.30 -0.03 1.74
H 1.50 1.27 -1.31
H 2.77 -0.73 0.21
H -2.25 -1.60 0.86
```

## Properties
**LUMO**: 0.639 eV
**Charge**: 0
**2S+1**: 1
**SMILES**: O=CCC#CCO
**Kohn-Sham gap**: 10.350 eV
**ΔE to the lowest compared entry with this formula, charge and spin**: 274.4 kJ/mol

=====

Entry 7:
# C46H53BiF5GeO9S2

A molecular structure, C46H53BiF5GeO9S2 (the ωB97M-V functional and the def2-TZVPD basis, the OMol25 dataset).

```
117
C46H53BiF5GeO9S2, DFT the ωB97M-V functional and the def2-TZVPD basis
Bi 0.26 -0.32 -0.53
Ge 1.94 -2.56 -2.92
S -0.67 3.48 -0.63
S 0.29 -2.95 1.95
F -5.31 7.17 -0.40
F -1.36 5.51 1.51
F -5.01 5.45 -2.51
F -3.45 7.15 1.59
F -2.94 3.79 -2.64
O -0.67 -2.07 1.21
O 0.43 0.62 1.87
O 1.75 0.44 -2.03
O 2.28 1.90 -0.44
O -1.12 0.40 -2.95
O 2.44 4.42 3.83
O 2.16 -1.06 0.58
O -2.67 0.63 0.98
O -2.50 -1.36 -1.08
C 1.47 1.22 2.26
C 1.41 -1.68 -4.59
C 2.79 0.64 2.13
C 0.50 -2.25 3.61
C 4.33 4.25 -3.26
C 3.47 1.68 -3.84
C -2.01 4.56 -0.58
C 1.22 5.14 3.72
C -1.07 -5.06 1.06
C 2.46 3.17 3.32
C -0.80 -2.02 4.32
C -1.63 -0.97 3.94
C -2.23 5.46 0.48
C 4.41 -1.06 1.19
C -1.67 -6.11 -1.45
C -4.26 6.33 -0.46
C -2.45 -2.73 5.94
C -0.13 -5.84 0.38
C -2.86 -0.81 4.55
C -3.30 6.32 0.55
C -4.10 5.46 -1.52
C 3.58 3.54 -2.33
C 3.03 -0.48 1.31
C -1.22 -2.89 5.32
C -2.60 -5.34 -0.77
C -3.82 0.01 0.48
C -3.02 -0.89 -2.32
C -3.01 4.61 -1.57
C -0.71 -4.40 2.36
C 2.35 1.51 -1.59
C 4.23 2.39 -4.77
C 4.65 3.67 -4.48
C -3.27 -1.68 5.55
C 0.59 -2.33 -1.54
C -2.51 0.50 -2.66
C 3.75 2.56 3.30
C -2.92 1.92 1.49
C -2.30 -4.82 0.47
C 1.36 2.51 2.85
C -0.68 1.57 -3.64
C -0.43 -6.36 -0.87
C 3.89 1.35 2.71
C -3.44 -1.37 -0.01
C 2.05 -4.49 -3.34
C 3.16 2.25 -2.62
C 3.75 -2.04 -2.38
H 4.88 0.92 2.64
H -1.30 -0.29 3.16
H 1.16 -2.93 4.15
H -4.34 -1.91 -0.31
H 4.48 1.93 -5.72
H 0.39 1.47 -3.81
H -3.02 -4.20 0.99
H -0.38 -2.63 -1.93
H -3.59 1.87 2.36
H 0.88 5.18 2.68
H 1.42 6.14 4.09
H 5.05 -0.40 0.61
H -4.11 -0.90 -2.31
H -0.87 2.47 -3.04
H -3.37 2.56 0.73
H 0.31 -6.95 -1.40
H 3.74 -1.11 -1.81
H -2.66 1.21 -1.84
H 0.37 2.96 2.83
H -4.59 -0.10 1.26
H -4.24 -1.55 6.02
H 4.34 -2.02 0.68
H 2.37 -5.06 -2.47
H 5.24 4.23 -5.20
H 4.65 5.26 -3.03
H 4.20 -2.82 -1.78
H -3.50 0.01 4.25
H 1.02 -1.31 3.40
H -1.59 -4.07 2.91
H -0.57 -3.71 5.63
H 0.44 4.68 4.33
H 3.31 3.97 -1.37
H 0.59 -2.22 -5.04
H 0.84 -6.01 0.82
H -2.68 -1.58 -3.09
H 4.59 3.10 3.70
H -1.96 2.35 1.76
H 3.13 0.68 -4.06
H 0.83 -3.02 -0.72
H -3.56 -5.13 -1.23
H -1.90 -6.51 -2.43
H 1.09 -0.66 -4.40
H 4.37 -1.89 -3.27
H 2.24 -1.66 -5.29
H 2.77 -4.67 -4.15
H -2.76 -3.40 6.72
H -1.20 1.65 -4.60
H 1.08 -4.87 -3.66
H -0.10 -5.04 3.00
H 4.88 -1.20 2.17
H -4.26 0.62 -0.32
H -3.05 0.87 -3.54
H -2.94 -1.90 0.80
```

## Properties
**LUMO**: 1.930 eV
**Charge**: -1
**2S+1**: 1
**Kohn-Sham gap**: 5.952 eV
**ΔE to the lowest compared entry with this formula, charge and spin**: 0.0 kJ/mol

=====

Entry 8:
# C43H48BN8OW

A molecular structure, C43H48BN8OW in a non-equilibrium geometry (the ωB97M-V functional and the def2-TZVPD basis, the OMol25 dataset).

```
102
C43H48BN8OW, DFT the ωB97M-V functional and the def2-TZVPD basis
W 0.26 -0.01 -0.40
O 0.03 0.73 -2.32
N 1.84 -1.01 -1.28
N 0.26 -0.12 -4.42
N 2.62 1.75 0.18
N 1.26 1.70 0.13
N 2.64 -0.50 1.21
N 1.53 1.70 -3.77
N 3.02 -0.31 -1.23
N 1.25 -0.66 1.30
C 1.06 -1.52 2.37
C -1.76 -1.44 0.12
C -0.09 -4.61 -3.92
C 1.38 1.17 -6.17
C 0.80 2.96 0.33
C 4.45 3.39 0.54
C -1.03 -0.80 -4.40
C -3.09 1.28 -2.28
C 0.98 -3.00 -2.48
C 3.20 -1.77 -2.88
C 2.20 1.82 -5.08
C -0.62 3.22 0.52
C -1.88 -0.63 -1.03
C -2.54 4.65 0.26
C -2.43 -2.44 4.58
C 1.85 2.79 -2.85
C -2.66 -1.28 1.19
C -2.64 2.77 1.76
C 0.78 -3.55 -3.75
C 1.96 -1.94 -2.27
C 0.35 -3.58 -1.38
C -2.00 -1.12 4.48
C -1.33 2.43 1.42
C 1.88 3.81 0.46
C -0.53 -4.64 -1.56
C 0.62 0.77 -3.49
C -0.65 -3.15 3.13
C 1.01 -0.21 -5.69
C 3.25 -1.26 2.12
C 4.73 -1.33 2.28
C -1.76 -3.45 3.91
C 5.24 -0.25 -2.34
C -2.88 0.38 -1.10
C 2.28 -1.91 2.87
C -3.24 3.88 1.18
C -0.89 -0.82 3.70
C -0.76 -5.15 -2.83
C 3.85 -0.75 -2.19
C -3.76 0.48 -0.03
C -1.23 4.34 -0.06
C 3.02 3.01 0.39
C -3.67 -0.35 1.09
C -0.23 -1.83 3.01
B 3.32 0.38 0.13
H -4.25 4.16 1.47
H -1.68 -0.33 -3.67
H 2.44 -2.55 3.73
H -1.49 -1.04 -1.96
H -0.24 -5.03 -4.91
H 5.19 -1.80 1.41
H 5.68 -0.65 -3.25
H 1.90 -0.82 -5.54
H 4.49 0.47 0.32
H 1.97 1.12 -7.08
H -3.55 0.74 -3.10
H -3.01 5.52 -0.18
H -0.68 4.96 -0.75
H 4.97 -1.92 3.16
H -2.15 1.70 -2.64
H 0.62 -3.26 -0.38
H 3.18 1.35 -5.00
H -4.41 -0.28 1.87
H -3.76 2.10 -2.02
H -2.50 -0.34 5.04
H -0.93 -1.86 -4.20
H -3.17 2.19 2.50
H 1.62 3.73 -3.34
H 0.48 1.75 -6.38
H -0.84 1.62 1.97
H 0.37 -0.73 -6.40
H -1.00 -5.10 -0.70
H 1.31 -3.14 -4.60
H 4.78 3.20 1.57
H -1.51 -0.67 -5.38
H -4.56 1.21 -0.08
H -0.10 -3.95 2.65
H 3.63 -2.40 -3.64
H -1.43 -5.98 -2.97
H 2.35 2.88 -5.26
H 1.86 4.87 0.67
H 5.86 -0.56 -1.50
H -1.20 -2.36 0.08
H -3.28 -2.68 5.21
H 4.57 4.45 0.35
H 1.26 2.70 -1.95
H -0.51 0.20 3.68
H -2.61 -1.95 2.03
H 5.16 -0.34 2.40
H 5.26 0.84 -2.39
H 2.91 2.77 -2.61
H -2.08 -4.48 4.02
H 5.09 2.83 -0.13
```

## Properties
**LUMO (spin up / spin down)**: -10.224 / -9.823 eV
**Charge**: +3
**2S+1**: 3
**Kohn-Sham gap (spin up / spin down)**: 5.912 / 6.516 eV

=====

Quick rundown of electronic energy, same order as above: -2690.24419; -5341.12073; -556.47985; -1507.37709; -3585.95863; -344.49741; -6049.10013; -2271.82638 a.u.